(1)
C22H24N9NaO2S2 | the ωB97M-V functional and the def2-TZVPD basis

Atoms and positions in Å:
Na -0.212 -0.181 -0.081
C 1.074 -0.629 4.341
C 0.630 -0.863 2.929
N -0.264 -0.170 2.338
N -0.828 0.864 3.007
C -1.758 1.635 2.383
N -1.975 2.823 3.005
S -2.602 1.174 1.034
C 1.271 -1.918 2.097
C 2.464 -2.520 2.484
C 3.047 -3.450 1.634
C 2.426 -3.744 0.436
C 1.242 -3.082 0.130
N 0.675 -2.201 0.936
H 0.220 -0.394 4.978
H 1.777 0.209 4.390
H 1.562 -1.501 4.764
H -0.316 1.271 3.780
H -1.158 3.296 3.375
H -2.620 3.426 2.520
H 2.949 -2.251 3.409
H 3.982 -3.923 1.902
H 2.845 -4.452 -0.263
H 0.733 -3.249 -0.812
O 4.046 1.508 -0.157
C 4.218 1.589 -1.493
C 5.456 2.053 -1.952
C 5.717 2.137 -3.303
C 4.751 1.757 -4.230
C 3.530 1.302 -3.778
C 3.230 1.215 -2.416
C 1.887 0.729 -1.966
O 1.603 0.867 -0.716
N 1.124 0.209 -2.888
N 0.026 -0.417 -2.325
C -1.075 -0.271 -2.937
C -2.294 -0.926 -2.429
C -3.476 -0.815 -3.157
C -4.621 -1.424 -2.669
C -4.543 -2.120 -1.476
C -3.319 -2.169 -0.819
N -2.218 -1.591 -1.269
H 3.113 1.209 -0.035
H 6.195 2.327 -1.212
H 6.680 2.503 -3.637
H 4.953 1.814 -5.291
H 2.761 0.997 -4.473
H -1.156 0.361 -3.824
H -3.486 -0.259 -4.084
H -5.556 -1.356 -3.209
H -5.407 -2.612 -1.050
H -3.228 -2.693 0.126
N 1.551 3.731 0.106
C 1.943 4.076 1.336
N 2.467 5.307 1.500
S 1.781 3.054 2.665
H 1.896 4.243 -0.692
H 1.337 2.747 -0.057
H 2.731 5.878 0.714
H 2.869 5.509 2.398

Properties
Spin multiplicity: 1
HOMO-LUMO gap (eV): 7.4283

***

(2)
C35H37AsAuN2O | the ωB97M-V functional and the def2-TZVPD basis

Atoms and positions in Å:
Au -1.005 -0.477 0.485
O -0.874 -0.586 -2.473
C -1.685 0.438 -3.074
C -3.170 0.235 -2.825
C -3.585 0.259 -1.338
C -3.131 1.502 -0.619
C -3.807 2.702 -0.811
C -3.389 3.845 -0.154
C -2.291 3.772 0.695
C -1.658 2.560 0.842
N -2.063 1.447 0.203
H -1.059 -1.426 -2.915
H -1.495 0.475 -4.148
H -1.340 1.380 -2.643
H -3.488 -0.717 -3.256
H -3.703 1.023 -3.360
H -3.185 -0.627 -0.826
H -4.672 0.191 -1.299
H -4.660 2.721 -1.476
H -3.917 4.779 -0.289
H -1.943 4.641 1.235
H -0.806 2.439 1.499
C 4.742 2.568 2.619
C 5.124 1.555 1.746
C 4.175 0.886 0.992
C 2.843 1.292 1.083
C 2.444 2.279 1.986
C 3.402 2.933 2.736
As 1.540 0.614 -0.194
C 1.337 2.039 -1.482
C 0.852 3.316 -1.281
C 0.842 4.214 -2.345
C 1.294 3.810 -3.593
C 1.806 2.531 -3.782
C 1.849 1.630 -2.723
C 2.512 0.317 -2.735
C 3.228 -0.221 -3.798
C 3.923 -1.412 -3.640
C 3.910 -2.091 -2.423
C 3.191 -1.581 -1.354
C 2.512 -0.380 -1.508
H 5.487 3.062 3.228
H 6.166 1.282 1.647
H 4.481 0.095 0.323
H 1.399 2.544 2.095
H 3.108 3.723 3.413
H 0.497 3.631 -0.308
H 0.484 5.224 -2.202
H 1.269 4.507 -4.420
H 2.204 2.246 -4.747
H 3.265 0.297 -4.747
H 4.493 -1.814 -4.467
H 4.466 -3.011 -2.308
H 3.199 -2.107 -0.408
C -2.769 -3.702 4.457
N -3.011 -2.541 3.552
C -2.165 -1.383 3.939
C -2.886 -2.892 2.080
C -1.497 -3.292 1.641
C -1.126 -4.632 1.794
C 0.120 -5.092 1.407
C 1.029 -4.214 0.840
C 0.666 -2.885 0.655
C -0.585 -2.423 1.040
H -2.936 -3.392 5.486
H -1.745 -4.045 4.347
H -3.457 -4.511 4.220
H -3.986 -2.269 3.689
H -1.123 -1.628 3.749
H -2.299 -1.167 4.997
H -2.451 -0.508 3.357
H -3.240 -2.025 1.520
H -3.571 -3.720 1.903
H -1.838 -5.333 2.215
H 0.376 -6.135 1.537
H 2.007 -4.557 0.529
H 1.370 -2.213 0.189

Properties
Spin multiplicity: 1
HOMO-LUMO gap (alpha / beta) (eV): 4.2381 / 4.2158
Charge: +3

***

(3)
C4H9NO | the ωB97M-V functional and the def2-TZVPD basis

Atoms and positions in Å:
C -2.373 -0.495 -0.413
C -1.535 0.086 -1.265
O -1.742 1.282 -1.879
H -2.189 -1.460 0.031
H -3.340 -0.056 -0.189
H -0.581 -0.356 -1.513
H -2.592 1.627 -1.519
C 1.715 -0.953 0.185
N 2.128 0.050 0.824
C 1.991 0.023 2.274
H 1.774 -1.000 -0.897
H 1.314 -1.833 0.705
H 2.136 1.045 2.618
H 1.015 -0.349 2.597
H 2.718 -0.608 2.790

Properties
Spin multiplicity: 1
HOMO-LUMO gap (eV): 10.1609

***

(4)
C37H38BCl3HgI2N7OS | the ωB97M-V functional and the def2-TZVPD basis

Atoms and positions in Å:
Hg -0.167 0.085 0.556
C -3.254 -3.960 -0.317
C -2.122 -3.582 0.640
C -2.153 -4.448 1.898
C -0.790 -3.666 -0.046
C -0.131 -4.799 -0.569
C 1.049 -4.304 -1.079
N 1.069 -2.975 -0.878
N -0.052 -2.582 -0.245
B 2.154 -1.965 -1.276
N 1.679 -1.092 -2.451
C 1.978 -1.309 -3.745
C 1.302 -0.380 -4.501
C 0.603 0.402 -3.556
N 0.839 -0.045 -2.326
C -0.305 1.572 -3.839
C -0.484 2.492 -2.637
C 0.215 2.380 -5.030
N 2.651 -1.146 -0.046
C 3.927 -1.191 0.372
C 4.059 -0.432 1.511
C 2.776 0.075 1.752
N 1.949 -0.357 0.805
C 2.370 0.976 2.878
C 2.574 0.273 4.223
C 3.176 2.276 2.836
H -4.223 -3.863 0.179
H -3.146 -4.996 -0.653
H -3.254 -3.315 -1.198
H -2.249 -2.538 0.938
H -2.005 -5.503 1.643
H -3.113 -4.351 2.409
H -1.376 -4.148 2.600
H -0.460 -5.825 -0.555
H 1.875 -4.796 -1.569
H 3.109 -2.597 -1.665
H 2.647 -2.107 -4.025
H 1.329 -0.268 -5.572
H -1.286 1.166 -4.117
H 0.438 3.044 -2.443
H -0.725 1.946 -1.731
H -1.281 3.214 -2.832
H 1.206 2.780 -4.805
H -0.452 3.221 -5.234
H 0.289 1.779 -5.939
H 4.645 -1.773 -0.180
H 4.947 -0.258 2.093
H 1.312 1.226 2.757
H 3.636 0.065 4.384
H 2.021 -0.664 4.274
H 2.226 0.915 5.035
H 4.233 2.078 3.040
H 2.808 2.968 3.598
H 3.103 2.764 1.866
S -3.569 3.805 1.149
C -3.037 4.005 2.781
C -3.166 5.101 3.629
C -2.597 5.023 4.886
C -1.908 3.874 5.294
C -1.778 2.786 4.454
C -2.346 2.852 3.182
N -2.284 1.847 2.237
C -2.871 2.187 1.150
C -3.020 1.310 -0.026
C -4.176 1.445 -0.801
C -4.386 0.641 -1.907
C -3.438 -0.316 -2.236
C -2.292 -0.451 -1.465
C -2.048 0.356 -0.353
H -3.680 5.998 3.307
H -2.676 5.867 5.560
H -1.464 3.843 6.281
H -1.240 1.890 4.738
H -4.920 2.182 -0.522
H -5.285 0.756 -2.501
H -3.584 -0.958 -3.097
H -1.554 -1.195 -1.739
Cl 3.807 7.483 -0.980
C 2.926 6.044 -0.491
C 3.262 4.812 -1.025
C 2.555 3.691 -0.639
Cl 3.052 2.149 -1.276
C 1.446 3.697 0.281
O 0.789 2.672 0.594
C 1.211 5.010 0.809
Cl -0.026 5.165 2.022
C 1.906 6.144 0.439
H 4.075 4.716 -1.731
H 1.653 7.098 0.882
I -0.817 -1.187 3.411
I -0.836 -3.348 5.779

Properties
Spin multiplicity: 2
<S²>: 0.756
HOMO-LUMO gap (alpha / beta) (eV): 6.3544 / 5.7703
Charge: -2

***

(5)
C3H6N4 | the ωB97M-V functional and the def2-TZVPD basis

Atoms and positions in Å:
C -1.993 -0.920 -0.178
N -1.061 -0.058 0.484
C -0.327 0.942 0.151
N 0.964 0.520 0.102
N 2.125 1.258 -0.032
C 0.792 -0.915 0.382
N 1.225 -1.997 0.431
H -2.307 -1.683 0.535
H -1.552 -1.454 -1.023
H -2.917 -0.404 -0.446
H -0.624 1.978 0.064
H 2.974 0.686 -0.147
H 2.701 2.048 -0.322

Properties
Spin multiplicity: 1
HOMO-LUMO gap (eV): 8.8995

***

(6)
C33H49Cl2F3GeN7O5SSi3Sr | the ωB97M-V functional and the def2-TZVPD basis

Atoms and positions in Å:
Sr -1.320 0.238 -0.584
C -4.090 2.588 3.456
N -2.833 3.312 3.491
C -2.988 4.684 3.945
C -1.985 3.087 2.388
N -2.284 2.483 1.317
N -0.710 3.601 2.598
C 0.404 3.317 1.786
N 1.510 4.061 2.234
N 0.367 2.465 0.863
H -4.569 2.681 4.430
H -3.907 1.532 3.260
H -4.786 2.975 2.697
H -3.434 4.683 4.940
H -3.639 5.266 3.276
H -2.027 5.188 4.000
H -3.281 2.295 1.262
H -0.460 3.740 3.564
H 1.299 5.033 2.406
H 2.322 3.944 1.646
H 1.215 2.383 0.310
O -7.542 -0.057 -0.467
C -6.337 0.048 -0.455
C -5.511 0.981 -1.284
O -5.933 1.782 -2.083
C -4.063 0.911 -0.846
C -3.983 -0.068 0.322
O -3.088 -0.339 1.133
C -5.387 -0.604 0.506
O -5.703 -1.349 1.407
O -3.256 1.703 -1.334
C -0.670 -1.514 4.154
Si 1.005 -0.755 3.689
C 2.248 -1.588 4.866
C 0.895 1.015 4.364
Ge 1.366 -0.792 1.323
Si 1.546 -3.193 1.171
C -0.130 -4.001 1.527
C 2.780 -4.219 2.198
C 1.959 -3.714 -0.603
Si 3.646 -0.138 1.091
C 3.905 1.718 1.393
C 4.181 -0.392 -0.709
C 5.008 -0.968 2.120
H -1.014 -1.100 5.108
H -0.597 -2.598 4.269
H -1.433 -1.313 3.398
H 1.946 -1.403 5.903
H 3.258 -1.196 4.732
H 2.288 -2.668 4.714
H 0.819 1.000 5.457
H -0.009 1.480 3.968
H 1.748 1.635 4.083
H -0.322 -4.079 2.599
H -0.156 -5.011 1.105
H -0.952 -3.434 1.085
H 2.549 -4.202 3.265
H 3.809 -3.878 2.073
H 2.728 -5.261 1.861
H 1.184 -3.372 -1.293
H 2.033 -4.805 -0.676
H 2.913 -3.284 -0.918
H 3.472 2.276 0.557
H 4.974 1.951 1.434
H 3.440 2.055 2.321
H 3.380 -0.073 -1.383
H 4.397 -1.449 -0.893
H 5.085 0.181 -0.941
H 4.898 -0.760 3.187
H 5.984 -0.585 1.799
H 5.008 -2.050 1.989
Cl 1.637 -1.417 -3.479
C 3.020 -2.474 -3.689
Cl 3.683 -2.409 -5.345
H 2.723 -3.497 -3.491
H 3.803 -2.147 -3.016
F 5.954 4.777 -6.329
C 4.802 4.264 -6.839
F 4.211 5.284 -7.501
F 5.188 3.370 -7.776
C 3.923 3.665 -5.796
C 2.905 4.414 -5.217
C 2.115 3.861 -4.225
C 2.321 2.547 -3.779
C 3.359 1.811 -4.373
C 4.147 2.360 -5.367
C 1.496 1.969 -2.772
C 0.778 1.450 -1.919
H 2.723 5.427 -5.552
H 1.312 4.435 -3.782
H 3.522 0.792 -4.047
H 4.933 1.769 -5.820
C -5.405 -5.892 -3.469
C -5.439 -4.496 -2.911
C -6.635 -3.869 -2.593
C -6.525 -2.589 -2.076
N -5.365 -1.981 -1.912
C -4.231 -2.652 -2.254
S -2.729 -1.842 -2.166
N -4.263 -3.907 -2.747
H -6.391 -6.357 -3.450
H -4.705 -6.498 -2.894
H -5.043 -5.867 -4.498
H -7.593 -4.352 -2.724
H -7.401 -2.029 -1.761

Properties
Spin multiplicity: 2
<S²>: 0.764
HOMO-LUMO gap (alpha / beta) (eV): 5.9224 / 4.8402
Charge: -2

***

(7)
C4H4N4O3 | the ωB97M-V functional and the def2-TZVPD basis

Atoms and positions in Å:
O -3.210 1.086 0.331
N -2.794 0.737 1.446
N -1.613 0.371 1.550
C -0.606 -0.039 0.638
C -0.637 0.559 -0.578
N 0.338 0.410 -1.610
C 1.392 -0.330 -1.364
O 2.152 -0.712 -2.413
N 1.664 -0.785 -0.134
C 0.685 -0.358 1.059
O 1.447 -0.683 2.052
H -1.304 0.071 2.511
H -1.534 0.865 -0.906
H 1.505 -0.008 -3.006
H 2.517 -1.182 0.425

Properties
Spin multiplicity: 1
HOMO-LUMO gap (eV): 8.9270

***

(8)
C2DyF3NO5S2 | the ωB97M-V functional and the def2-TZVPD basis

Atoms and positions in Å:
N 1.390 1.151 0.307
S 0.432 1.886 -0.665
O 0.139 3.235 -0.184
S 1.684 -0.490 -0.155
O 1.419 -1.304 1.061
C 3.554 -0.253 -0.148
F 3.901 0.639 -1.058
F 3.983 0.122 1.039
F 4.085 -1.427 -0.455
O -3.787 -0.816 1.872
C -3.902 -0.603 0.628
O -2.805 -0.453 0.030
O -4.999 -0.790 0.016
Dy -5.093 -0.897 -2.288

Properties
Spin multiplicity: 7
<S²>: 13.033
HOMO-LUMO gap (alpha / beta) (eV): 8.4105 / 5.4937
Charge: +2

***

(9)
C8H16N2 | the ωB97M-V functional and the def2-TZVPD basis

Atoms and positions in Å:
C -1.612 2.278 -0.333
C 2.747 -1.533 0.485
C 1.164 -1.059 2.250
C 0.870 -0.928 -1.523
N 1.513 -0.854 0.854
C 0.479 -0.694 -0.083
C -1.474 0.205 -0.552
N -1.469 2.870 -1.606
C -0.842 -0.668 0.351
C -2.736 0.738 -0.294
H -0.876 2.299 -2.197
H -2.354 3.033 -2.070
H -0.668 2.171 0.189
H -2.290 2.866 0.288
H -1.191 -0.869 1.359
H 3.501 -1.367 1.256
H 2.618 -2.620 0.381
H 3.147 -1.145 -0.448
H 2.064 -1.049 2.864
H 0.498 -0.265 2.586
H 0.667 -2.023 2.429
H 0.021 -0.708 -2.165
H 1.692 -0.276 -1.825
H 1.172 -1.961 -1.707
H -3.366 1.046 -1.127
H -3.277 0.511 0.639

Properties
Spin multiplicity: 1
HOMO-LUMO gap (eV): 7.6363

***

(10)
C14H25FeN5O6 | the ωB97M-V functional and the def2-TZVPD basis

Atoms and positions in Å:
O -2.850 3.015 -0.805
H -3.389 3.811 -0.937
Fe 0.231 0.075 -0.083
N 1.283 -0.410 -1.534
N -1.152 -0.036 -1.285
N 1.691 0.506 0.957
N -0.689 1.059 1.196
O 2.587 -0.406 -1.686
O 3.004 0.290 0.691
O -2.013 1.377 1.242
O -2.401 0.262 -1.097
C -0.820 -0.682 -2.457
C 0.558 -0.946 -2.568
C 1.389 0.976 2.200
C 0.015 1.318 2.329
C 1.276 -1.723 -3.603
H 1.803 -2.583 -3.167
H 2.023 -1.093 -4.102
H 0.572 -2.111 -4.346
C -1.920 -1.081 -3.359
H -2.547 -0.211 -3.590
H -2.575 -1.836 -2.902
H -1.504 -1.497 -4.282
C 2.379 1.093 3.294
C -0.588 1.884 3.562
H 3.397 1.176 2.894
H 2.331 0.232 3.982
H 2.149 1.984 3.897
H -1.680 1.922 3.512
H -0.221 2.910 3.724
H -0.305 1.306 4.454
H 2.985 -0.003 -0.335
H -2.348 1.149 0.303
C -1.533 3.259 -1.313
H -1.301 2.446 -2.007
H -0.808 3.290 -0.486
H -1.496 4.206 -1.862
O 2.431 3.564 -2.012
H 2.304 3.521 -1.036
H 2.170 2.651 -2.284
C -0.634 -4.229 1.833
C 0.624 -3.930 1.305
C 0.867 -2.672 0.763
N -0.096 -1.710 0.701
C -1.324 -2.006 1.212
C -1.616 -3.236 1.789
H -0.845 -5.200 2.276
H 1.436 -4.653 1.310
H 1.850 -2.421 0.361
H -2.084 -1.228 1.156
H -2.614 -3.378 2.195

Properties
Spin multiplicity: 6
<S²>: 8.854
HOMO-LUMO gap (alpha / beta) (eV): 5.3302 / 5.8696
Charge: +1

***

(11)
C5H5N | the ωB97M-V functional and the def2-TZVPD basis

Atoms and positions in Å:
C -0.621 -0.421 -1.847
C -0.799 0.564 -0.915
C -0.180 0.372 0.526
C -0.476 1.288 1.470
C 0.768 -0.669 0.646
N 1.611 -1.501 0.376
H -0.346 -1.538 -1.446
H -0.872 0.027 -2.915
H -1.079 1.710 -1.302
H 0.029 1.368 2.521
H -1.158 2.133 1.229

Properties
Spin multiplicity: 1
HOMO-LUMO gap (eV): 9.6396

***

Number 1: calculated total energy -66798.9003 eV. Number 2: calculated total energy -106427.0033 eV. Number 3: calculated total energy -7829.5171 eV. Number 4: calculated total energy -120926.7741 eV. Number 5: calculated total energy -9162.5877 eV. Number 6: calculated total energy -180706.7924 eV. Number 7: calculated total energy -16310.7888 eV. Number 8: calculated total energy -67684.6608 eV. Number 9: calculated total energy -11530.5796 eV. Number 10: calculated total energy -69032.5289 eV. Number 11: calculated total energy -6752.7010 eV.